1.
Formula: H24O12
Source: OMol25
Level of theory: the ωB97M-V functional and the def2-TZVPD basis

```
! wB97M-V def2-TZVPD RIJCOSX def2/J DEFGRID3
* xyz 0 1
O -1.035 -1.391 2.839
O -1.200 2.694 1.111
O -0.151 -3.595 -0.385
O -2.398 0.172 0.623
O -0.536 2.806 -2.056
O 1.810 -0.320 3.048
O -2.133 -1.387 -2.118
O 0.654 -1.361 -2.981
O 0.248 0.016 -0.354
O 1.569 1.286 -2.583
O 1.229 1.947 1.525
O 1.862 -1.817 0.797
H 0.880 -0.432 -3.189
H 0.822 1.908 -2.625
H -2.195 -0.426 1.358
H -1.617 -1.739 -1.388
H 1.564 -1.070 0.232
H -0.215 -1.508 -3.392
H -0.784 3.075 -1.165
H -1.999 1.050 0.821
H 2.525 -0.342 3.695
H -2.916 -1.075 -1.677
H 1.225 1.330 2.281
H -0.222 2.597 1.307
H 1.970 -0.978 2.325
H 0.224 -0.252 -1.284
H 1.080 1.381 0.734
H 2.771 -2.026 0.561
H 2.224 1.638 -3.211
H -1.573 3.341 1.756
H -1.274 2.900 -2.681
H -0.253 -3.201 0.504
H -0.281 -0.812 2.941
H -1.729 -1.190 3.472
H -0.656 -0.179 -0.053
H 0.512 -3.038 -0.789
*
```

## Properties
- Strongest force on any atom: 1.29 eV/A
- ΔE to the lowest compared entry with this formula, charge and spin: 1.09 kcal/mol
- SMILES string: O.O.O.O.O.O.O.O.O.O.O.O
- Frontier orbital gap: 0.407 Ha
- E_HOMO: -10.818 eV

2.
Formula: H24O12
Source: OMol25
Level of theory: the ωB97M-V functional and the def2-TZVPD basis

```
! wB97M-V def2-TZVPD RIJCOSX def2/J DEFGRID3
* xyz 0 1
O 3.149 1.270 -0.760
O 0.970 1.294 -2.579
O -1.696 1.136 1.928
O -4.223 -0.177 0.221
O -2.065 3.096 -0.060
O 0.169 -0.553 -0.269
O 1.880 -2.493 -2.406
O -1.082 -2.042 -3.050
O 2.343 0.783 1.749
O -2.284 -2.197 0.054
O 0.687 3.265 1.904
O 1.810 -2.419 0.469
H 2.202 -1.958 1.210
H 2.701 0.906 0.003
H 1.713 1.758 -2.193
H 4.015 0.862 -0.747
H 1.773 -3.430 -2.566
H -1.684 2.414 0.494
H -3.298 -0.425 0.195
H 1.855 -2.407 -1.453
H -0.072 0.129 0.358
H 3.156 1.106 2.137
H -1.729 -2.351 -2.417
H 1.397 3.865 2.131
H -2.145 0.659 2.626
H -2.117 -3.066 -0.312
H 1.802 0.535 2.499
H -0.237 -2.252 -2.652
H -0.626 -1.077 -0.370
H 1.029 -1.909 0.255
H -4.389 0.034 1.139
H -2.894 3.315 0.366
H 0.960 0.446 -2.135
H -3.205 -2.219 0.313
H 1.129 2.496 1.543
H -0.994 1.609 2.374
*
```

## Properties
- Strongest force on any atom: 1.36 eV/A
- ΔE to the lowest compared entry with this formula, charge and spin: 49.10 kcal/mol
- SMILES string: O.O.O.O.O.O.O.O.O.O.O.O
- Frontier orbital gap: 0.332 Ha
- E_HOMO: -9.712 eV

3.
Formula: H24O12
Source: OMol25
Level of theory: the ωB97M-V functional and the def2-TZVPD basis

```
! wB97M-V def2-TZVPD RIJCOSX def2/J DEFGRID3
* xyz 0 1
O 0.056 -2.698 0.434
O -2.648 2.697 3.668
O 5.182 1.543 -1.198
O 1.966 3.146 -3.486
O 2.677 -1.786 -2.535
O -0.816 0.646 -5.025
O -2.620 1.022 -2.487
O 0.099 2.671 2.761
O -1.272 -1.902 4.372
O -3.462 -0.383 3.143
O 1.385 -4.329 -0.365
O 0.187 0.157 0.518
H -2.399 2.763 2.739
H -0.293 1.815 2.557
H -0.788 -3.129 0.613
H 0.791 -4.619 0.336
H -0.789 -2.398 3.701
H 1.471 3.875 -3.095
H -2.115 3.372 4.103
H -1.256 0.068 -4.391
H -0.641 -1.238 4.671
H 0.520 -0.189 -0.318
H -0.098 -2.212 -0.384
H 2.692 -2.554 -1.952
H -3.358 0.848 -1.892
H 5.158 1.513 -2.162
H 0.851 -4.394 -1.166
H -0.243 -0.601 0.931
H -2.697 0.339 -3.163
H -1.048 1.535 -4.732
H 4.261 1.667 -0.944
H -2.681 0.134 3.373
H -3.103 -1.213 2.808
H 2.781 -1.036 -1.938
H 1.620 2.364 -3.043
H 0.630 2.505 3.548
*
```

## Properties
- Strongest force on any atom: 2.48 eV/A
- ΔE to the lowest compared entry with this formula, charge and spin: 87.98 kcal/mol
- SMILES string: O.O.O.O.O.O.O.O.O.O.O.O
- Frontier orbital gap: 0.377 Ha
- E_HOMO: -10.943 eV